Computed, not measured: C40H103F6N8O13Ti as an isolated structure at a distorted geometry, with the ωB97M-V functional and the def2-TZVPD basis.

Structure (XYZ):
```
171
Properties=species:S:1:pos:R:3:forces:R:3:mulliken_spin:R:1
Ti 1.32987 -3.29086 -0.28749 0.5 1.2 -0.9 2.481
F -1.35840 -2.74558 -2.80530 -0.6 0.7 0.4 0.011
F 2.01631 -1.40105 4.86103 1.8 0.0 -0.4 0.000
F 0.07622 -3.00812 -4.27065 1.7 -0.3 -0.7 0.002
F -1.24837 -1.36971 -4.50938 0.0 0.2 0.2 -0.002
F 0.15147 -0.60122 4.32644 -0.9 0.6 -0.1 -0.001
F 0.31281 -2.37166 5.57691 -0.9 -0.4 1.1 0.000
O 1.49837 1.97350 2.82251 0.2 -0.1 -1.3 0.004
O -0.12527 0.26541 -2.70187 -0.9 0.9 -1.1 0.013
O 0.95522 8.22568 -2.30108 0.8 1.3 0.0 0.000
O 6.73575 -1.75392 -2.33043 2.9 -0.3 -2.7 0.000
O -4.08338 -2.81902 -0.91374 -0.3 -0.9 0.0 -0.002
O 2.14276 -5.53588 0.17333 -1.1 0.0 1.6 -0.020
O -5.84229 2.97791 2.19202 0.3 2.1 -2.1 0.000
O -0.38432 -0.13066 1.03442 -0.1 1.0 1.6 0.004
O 5.50984 -4.69028 3.86507 -0.9 -0.5 1.1 0.000
O -4.61278 1.12291 -3.20756 1.9 -0.2 -0.7 0.000
O 0.82968 -1.29288 -1.44955 -0.7 -1.6 -1.3 -0.087
O -0.70627 -3.11726 2.88233 0.1 0.6 0.5 -0.019
O 1.25435 -2.21964 2.09974 -1.2 -0.5 2.0 -0.098
N 3.74161 -2.58162 -0.49412 -2.7 0.5 0.4 0.105
N -2.25082 -0.58586 -0.81065 0.2 -0.5 0.6 0.018
N -3.02659 5.36376 1.30154 -0.5 0.1 -0.7 0.000
N 2.06731 4.80579 -1.58236 -0.8 -0.5 -0.5 0.000
N -6.53496 3.96377 -3.86000 -0.1 -1.4 1.3 0.000
N 1.44478 1.77526 -0.06700 -0.7 -1.5 0.6 -0.007
N 4.31266 -1.66062 2.15545 -1.2 1.1 0.0 0.009
N -0.73848 -4.12514 0.31758 1.7 1.4 -1.1 0.209
C 2.56117 1.37905 0.78938 2.0 3.2 0.3 -0.035
C 0.46115 1.36621 -3.40338 -0.3 0.5 0.0 -0.003
C -7.67313 2.45422 -2.28801 -0.4 -0.7 -0.7 0.000
C 1.10976 5.90971 -1.68188 1.0 0.2 0.2 0.000
C -6.31212 2.75482 -2.98215 -0.8 0.3 0.0 0.000
C 1.05301 -5.92481 1.10190 -1.1 1.5 -2.0 0.015
C -5.78430 1.60194 -3.82758 -1.2 -1.1 1.0 0.000
C -3.92321 0.14725 -4.00073 -0.7 -0.2 -0.8 0.000
C 1.85659 7.14745 -2.26929 -1.5 -1.0 -0.1 0.000
C 4.61020 -3.74167 -2.48500 -0.2 1.3 -0.9 0.058
C 1.50684 9.53323 -2.77902 -0.9 -3.0 0.4 0.000
C 2.67950 2.29720 2.02525 -2.4 -1.3 1.5 0.005
C -0.50464 -2.04589 -3.59995 -0.9 0.4 1.7 0.079
C 0.58751 6.11941 -0.27838 0.1 0.1 -0.7 0.000
C 1.42597 2.40913 4.13781 -0.6 -0.3 0.4 0.000
C 3.43078 -5.73945 0.73216 0.7 -0.7 -0.1 0.057
C 0.44157 -1.02950 -2.75246 1.8 0.0 1.4 -0.033
C -3.46544 4.38694 3.41992 0.6 -0.7 0.5 0.000
C 3.83190 1.71827 0.00678 1.2 -0.6 -0.4 0.001
C -3.97203 0.82285 0.22394 -0.2 -0.7 -1.5 0.002
C -1.58713 -3.78976 3.77588 0.1 0.0 1.3 0.005
C 5.03598 -3.38226 3.78171 -0.1 1.2 -1.3 -0.009
C 4.86205 -2.89075 -1.28333 3.0 0.4 1.1 0.039
C -3.71281 4.25599 1.94215 -1.1 -0.6 -0.1 0.000
C -0.36548 -5.51647 0.33210 0.8 -1.4 2.1 0.032
C -4.53041 -1.48143 -0.93698 -1.1 0.1 0.6 -0.001
C 0.66433 -2.74059 3.26452 1.1 1.2 -2.1 0.034
C -5.21561 4.14533 1.48194 1.1 0.1 2.4 0.000
C 5.18625 -2.77404 2.35854 0.4 0.1 0.2 -0.001
C 0.79840 -1.73712 4.51727 -1.2 -1.3 -1.9 0.000
C -2.87932 -4.27892 3.18530 -0.6 1.2 -1.4 -0.002
C 7.43149 -0.66287 -2.96001 -0.6 0.8 0.9 0.000
C -7.26456 2.92671 2.00740 0.4 -0.4 0.6 0.000
C -3.56354 -0.67400 -0.10572 0.4 1.7 -0.3 -0.004
C 6.56611 -2.28746 1.90030 0.8 -1.3 0.5 -0.001
C -4.90153 -3.60455 -1.78708 0.4 0.8 -0.3 0.001
C -0.60116 -6.15885 -1.01831 0.7 0.5 0.2 -0.003
C 5.65175 -1.53043 -1.53831 -0.4 -0.4 0.4 0.007
C -0.43759 2.57503 -3.24593 -0.3 -0.3 0.1 0.000
C 4.97078 -5.32564 5.04774 1.2 -0.2 -0.1 0.000
H 0.21955 5.67962 -2.26727 0.3 -0.3 -0.6 0.000
H -1.30961 2.51478 -3.89712 -0.2 -0.1 0.3 0.000
H 1.47430 6.31487 0.32453 -0.4 0.3 0.6 0.000
H 3.95282 -3.37237 3.90324 -0.2 0.0 0.4 0.005
H 8.11445 -0.09930 -2.32434 0.7 -0.8 0.7 0.000
H 5.56356 -3.39650 -0.61985 0.2 -0.4 0.1 -0.004
H 0.62891 1.23438 -4.47229 0.1 -0.7 -0.1 0.001
H 4.07968 -4.68770 -2.37694 0.0 0.2 0.5 0.048
H -2.25792 -0.09706 -1.69446 -0.4 0.9 0.2 -0.001
H -5.63462 4.42039 -3.82861 0.0 0.6 -0.3 0.000
H -4.05626 1.36167 -0.71981 0.4 -0.1 -0.5 0.000
H 3.32656 -1.86891 2.22129 -0.6 -0.4 0.2 0.034
H 4.80905 1.69801 0.48933 -0.1 -0.8 0.7 0.000
H 6.82409 0.21699 -3.17217 -1.1 -0.4 -0.6 0.000
H -0.84366 -0.55731 0.30739 -1.7 -0.8 -1.9 0.023
H -1.89046 -1.47324 -1.13129 -0.2 -0.8 0.4 0.025
H 0.09357 3.49338 -3.49613 0.1 -0.1 0.0 0.000
H 6.75974 -2.36134 0.83018 -0.5 0.0 0.0 0.000
H -0.68893 -3.71659 1.23993 -0.3 0.0 0.3 -0.076
H 3.58101 2.02361 2.57346 0.2 0.0 0.1 0.000
H 3.98496 -3.03629 -3.03237 -0.4 -0.5 -1.0 -0.013
H -1.87513 -3.07685 4.54848 0.3 -0.2 0.4 0.000
H 6.06301 -1.21077 -0.58082 -0.8 0.4 0.5 -0.002
H 1.83675 9.37407 -3.80563 0.1 0.3 -0.1 0.000
H 6.79695 -1.26478 2.19853 -0.2 0.0 0.2 0.000
H 4.42685 -0.84040 2.73364 0.7 -0.1 0.2 -0.002
H -4.48527 -3.33769 -2.75848 -0.5 -0.7 -0.5 0.000
H -5.56006 -1.53328 -0.58313 -0.2 0.5 0.9 0.000
H -3.31971 0.56037 -4.80895 0.1 0.5 0.1 0.000
H -3.96359 5.16753 3.99493 -0.7 -0.2 -0.3 0.000
H -1.15950 -4.68718 4.22294 0.8 0.2 0.2 0.000
H -7.72011 1.72386 -1.48027 0.8 -0.2 -0.1 0.000
H 3.91754 -5.20017 5.29880 -0.5 0.0 -1.1 0.000
H 1.55537 3.48227 4.27832 1.0 0.1 0.0 0.000
H 5.25552 -6.37062 4.92514 -0.3 0.0 0.3 0.000
H 4.80118 -3.56792 1.71856 0.3 -0.1 -0.3 0.001
H -4.66944 -0.46159 -4.51118 -0.2 -0.3 -0.1 0.000
H 0.10799 5.18683 0.01900 0.0 0.0 0.3 0.000
H -5.84566 1.82409 -4.89293 1.2 0.5 -0.2 0.000
H 3.90832 1.03068 -0.83553 0.1 0.3 -0.3 -0.001
H -5.18885 4.19997 0.39364 -0.6 -0.9 -0.2 0.000
H 3.92169 -2.37916 0.47886 0.6 0.0 -0.2 -0.116
H -3.29328 3.30757 1.60660 0.3 -0.2 0.2 0.000
H -8.27005 3.27315 -1.88658 0.6 0.7 -0.1 0.000
H -1.19599 -5.82296 0.96803 0.4 -1.9 0.6 0.031
H -3.55084 -3.42813 3.06989 -0.2 0.1 0.0 0.000
H 2.36051 9.75398 -2.13824 -0.3 0.7 0.0 0.000
H 3.61152 -5.45255 1.76807 -0.7 0.5 0.3 -0.004
H 1.15555 -3.64837 3.61486 0.2 -0.4 0.2 -0.002
H -3.40635 -4.99724 3.81328 0.4 -0.1 -0.1 0.000
H 4.18565 -5.21970 0.14213 -0.3 0.0 -0.2 -0.021
H 5.40369 -4.92987 5.96646 0.7 0.1 0.0 0.000
H -7.61478 2.24492 2.78238 -0.1 0.1 0.0 0.000
H -2.74463 -4.62099 2.15917 0.0 -0.6 0.1 0.005
H -0.15122 6.92017 -0.31250 0.2 0.1 0.5 0.000
H 7.96607 -0.91888 -3.87477 -0.3 -0.6 0.2 0.000
H 1.53655 1.26585 -0.93428 -0.2 -0.3 -0.3 -0.001
H 5.08645 -0.72081 -1.99987 -0.9 0.0 0.1 -0.002
H 0.40224 2.30465 4.49721 -0.3 -0.4 -0.3 0.000
H -3.40773 -1.20525 0.83321 0.1 -0.1 0.0 0.000
H 3.88161 2.75904 -0.31325 -0.8 0.1 -0.5 0.001
H 2.57186 0.35718 1.16854 -0.4 -0.1 -0.4 0.071
H 5.50125 -2.70314 4.49615 0.1 0.0 0.5 0.000
H -4.71002 -1.03342 -1.91429 0.8 -0.2 -0.5 0.000
H -0.68593 2.60087 -2.18492 -0.5 0.3 0.0 0.000
H 0.59467 10.12893 -2.74458 0.7 0.6 0.2 0.000
H -5.65418 5.08062 1.82978 -0.6 0.0 0.1 0.000
H -7.76037 3.88875 2.13686 0.2 0.2 0.1 0.000
H 0.26516 0.41763 0.58813 1.0 1.9 -0.9 -0.024
H -2.42232 4.67124 3.55837 0.3 -0.2 -0.1 0.000
H -2.04416 5.13466 1.35114 0.3 0.3 0.0 0.000
H -3.28293 -0.56922 -3.48613 -0.2 0.6 0.7 0.001
H -7.59981 2.50533 1.05969 0.4 0.0 -0.4 0.000
H 5.54304 -3.88260 -3.03094 -0.1 0.0 -0.1 0.002
H -0.35385 -7.21921 -0.96762 -0.9 -0.2 0.0 0.005
H -4.97805 1.02597 0.59105 0.2 -0.6 0.9 0.000
H 2.44814 4.64811 -0.66030 0.2 0.3 -0.3 0.000
H 1.32279 -0.98790 -3.39263 0.4 0.0 -0.5 -0.007
H -4.93337 -4.67375 -1.57757 0.9 0.1 0.2 0.000
H -5.95363 -3.32452 -1.73438 -0.1 0.4 0.0 0.000
H -6.45249 0.74161 -3.78938 -0.7 -0.1 0.2 0.000
H -1.62508 -5.81782 -1.17127 -0.3 -1.0 -0.8 -0.001
H 2.62616 3.38056 1.91769 0.4 0.1 -0.8 -0.001
H -8.32548 2.05784 -3.06610 -0.1 -0.2 -0.1 0.000
H 3.68136 -6.80025 0.73034 -0.1 -0.3 -0.3 0.001
H 2.12798 6.87903 -3.29026 0.4 0.0 -0.3 0.000
H 2.00892 1.71719 4.74566 0.5 0.6 0.5 0.000
H -3.55483 3.38120 3.83053 -0.4 0.3 0.6 0.000
H -5.56145 2.99703 -2.22987 0.1 -0.2 0.1 0.000
H -1.68709 -4.05810 -0.02263 -0.1 0.3 -0.3 0.032
H 0.15807 -0.74358 1.53616 1.0 -2.0 1.1 0.001
H -3.25171 5.30892 0.31848 0.1 0.3 -0.5 0.000
H 7.31968 -2.94847 2.32843 0.3 0.1 0.2 0.000
H 3.38530 -1.69184 -0.81263 -0.7 0.3 -0.3 0.069
H 1.20677 -5.41784 2.05450 -0.2 0.6 0.0 -0.001
H -3.18876 1.34528 0.77318 -0.2 -0.4 0.3 -0.001
H 1.50353 2.75157 -0.31895 0.0 0.2 0.1 0.000
H 2.76681 7.22939 -1.67525 0.1 0.7 0.2 0.000
H 1.38360 1.73488 -2.95473 0.6 -0.8 0.2 0.002
H 2.70313 4.64913 -2.35131 0.0 0.1 0.2 0.000
H 1.06496 -6.97164 1.40540 0.0 -0.4 -0.8 -0.003
H -7.14780 4.41615 -3.19677 -0.1 1.4 -0.6 0.000
H 0.00463 -5.78753 -1.84488 0.2 0.5 0.3 0.063
```
Forces are in eV/Å.

Properties
Energy relative to the best compared isomer or geometry (same formula, charge and spin) = 76.0 kcal/mol
HOMO (alpha / beta) = -3.10 / -8.29 eV
Expectation value of S² = 3.75
Maximum force = 0.0771 Eh/bohr
Spin multiplicity = 4
Kohn-Sham gap (alpha / beta) = 3.591 / 8.780 eV
Total energy = -4450.2607 a.u.
Charge = 0